[1]
Here is a 2-piece molecular cluster, C4H13N2O overall from the Open Molecules 2025 dataset. Energies are from ωB97M-V/def2-TZVPD.

Structure (XYZ):
```
20
Properties=species:S:1:pos:R:3
N -0.91570 0.40959 -3.61131
C -1.31808 0.47305 -2.16725
O -0.33915 0.20877 -1.29636
H -0.63349 -0.55569 -3.76682
H -0.03434 0.91735 -3.63816
H -1.75196 1.48567 -2.05191
H -2.18443 -0.22729 -2.09869
C 1.83322 -0.40398 1.13845
C 0.45046 -0.48218 1.79506
C -0.12653 0.91395 1.94846
N -0.48752 -1.28527 1.03580
H 2.52384 0.23895 1.69136
H 2.30348 -1.38607 1.06984
H 1.72073 0.00242 0.13048
H 0.56777 -0.92611 2.79335
H -1.09150 0.87176 2.46054
H 0.55096 1.57328 2.50115
H -0.27992 1.33423 0.95278
H -0.24547 -2.26305 1.04213
H -0.54237 -0.89940 0.07109
```

Summary:
Total charge: -1
Relative energy (zero: lowest compared OMol25 entry of this formula, charge and spin) (kJ/mol): 1.9
2S+1: 1
DFT total energy (eV): -9386.843
Frontier orbital gap (eV): 7.26
F_max (eV/Å): 0.57

Atom charges from the natural (NBO) analysis, given in e for atoms 1 to 2: atom 1 (N): -0.901, atom 2 (C): 0.132

=====

[2]
Here is a 2-piece molecular cluster, C4H13N2O overall in a non-equilibrium geometry from the Open Molecules 2025 dataset. Energies are from ωB97M-V/def2-TZVPD.

Structure (XYZ):
```
20
Properties=species:S:1:pos:R:3
C 1.67419 -1.37575 0.01178
C 1.57171 -0.02784 0.58249
C 0.43104 0.07832 1.54948
N -1.09056 1.96588 -0.14894
C -1.41051 0.70323 0.08878
N -0.93462 -0.25987 0.99441
H 2.20076 -2.16870 0.46613
H 0.69936 -1.90012 -0.12301
H 2.13133 -1.37440 -1.02330
H 1.24375 0.82607 -0.16270
H 2.53546 0.05067 1.15952
H 0.47168 1.05607 2.03406
H 0.57047 -0.52886 2.47831
H -1.49053 2.71180 -0.72415
H -0.33662 2.43935 0.27638
H -2.41595 0.10531 -0.35155
H -1.07403 -1.22511 0.84734
H -2.30190 -0.73757 -2.45901
H -1.03296 -0.20738 -3.20809
O -1.44207 -0.13111 -2.28792
```

Summary:
Relative energy (zero: lowest compared OMol25 entry of this formula, charge and spin) (kJ/mol): 278.2
2S+1: 2
DFT total energy (eV): -9381.806
Frontier orbital gap (spin up / spin down) (eV): 4.50 / 9.44
<S²>: 0.75
F_max (eV/Å): 8.97

Atom charges from the natural (NBO) analysis, given in e for atoms 1 to 2: atom 1 (C): -0.623, atom 2 (C): -0.447

=====

[3]
Here is an isolated ion of composition C4H13N2O and charge +1 in a non-equilibrium geometry from the Open Molecules 2025 dataset. Energies are from ωB97M-V/def2-TZVPD.

Structure (XYZ):
```
20
Properties=species:S:1:pos:R:3
N -2.25777 -0.71936 0.03386
C -1.61092 -0.69507 1.35617
C -0.31204 0.13163 1.27727
C 0.25830 0.33317 -0.09973
N 0.34388 -0.99614 -0.82594
C 1.61858 0.97503 -0.11041
O 1.94594 1.10768 -1.48797
H -3.09746 -1.28085 0.08483
H -2.56692 0.19537 -0.28728
H -1.29022 -1.72684 1.51260
H -2.24835 -0.33549 2.15356
H 0.46299 -0.31816 1.90454
H -0.46884 1.09664 1.74494
H -0.32264 0.93050 -0.76133
H -0.50398 -1.53185 -0.62451
H 1.20596 -1.50910 -0.65123
H 0.32693 -0.82663 -1.83336
H 2.36404 0.34778 0.38609
H 1.49595 1.94308 0.37259
H 2.61274 1.79784 -1.63061
```

Summary:
Total charge: +1
Relative energy (zero: lowest compared OMol25 entry of this formula, charge and spin) (kJ/mol): 129.4
2S+1: 1
DFT total energy (eV): -9380.243
Frontier orbital gap (eV): 11.12
F_max (eV/Å): 1.33

Atom charges from the natural (NBO) analysis, given in e for atoms 1 to 2: atom 1 (N): -0.884, atom 2 (C): -0.222

=====

[4]
Here is a 2-piece molecular cluster, C4H13N2O overall in a non-equilibrium geometry from the Open Molecules 2025 dataset. Energies are from ωB97M-V/def2-TZVPD.

Structure (XYZ):
```
20
Properties=species:S:1:pos:R:3
C -2.80317 -0.54879 -0.24585
C -1.83682 0.61109 -0.63779
C -0.42531 0.38581 -0.13151
N 2.16266 -0.89635 0.38814
C 1.22634 -1.44603 -0.34181
N 0.15069 -0.83924 -0.75211
H -3.82106 -0.25763 0.00332
H -2.38704 -1.15825 0.56558
H -2.97342 -1.23762 -1.08357
H -1.76544 0.62888 -1.72331
H -2.22320 1.56711 -0.30140
H 0.22950 1.25956 -0.21030
H -0.48424 0.09363 0.92701
H 2.71148 -1.41035 1.06495
H 2.26000 0.09858 0.57698
H 1.27735 -2.51416 -0.51616
H -0.44385 -1.18530 -1.48798
H 3.77370 2.50810 1.28267
H 2.31587 2.45576 1.18348
O 3.05595 1.88521 1.43967
```

Summary:
Total charge: +1
Relative energy (zero: lowest compared OMol25 entry of this formula, charge and spin) (kJ/mol): 112.3
2S+1: 1
DFT total energy (eV): -9380.420
Frontier orbital gap (eV): 11.69
F_max (eV/Å): 1.57

Atom charges from the natural (NBO) analysis, given in e for atoms 1 to 2: atom 1 (C): -0.631, atom 2 (C): -0.424

=====

no.,molecular weight (g/mol)
1,105.16
2,105.16
3,105.16
4,105.16